(1)
DFT (ωB97M-V/def2-TZVPD) results for a structure of composition C13H34GeN3OsSeSi in a non-equilibrium geometry.

Properties
E (eV): -150704.27441
Energy relative to the best compared isomer or geometry (same formula, charge and spin) (kcal/mol): 0.0
Total charge: +1
HOMO energy (spin up / spin down) (eV): -10.09 / -10.03
Frontier orbital gap (spin up / spin down) (eV): 6.56 / 6.52

Structure (XYZ):
```
54
Properties=species:S:1:pos:R:3:forces:R:3:mulliken_charge:R:1
Os 0.210982 -0.168381 0.859837 -1.494 -1.126 1.613 0.883
C -0.850411 -2.235238 3.036625 -0.088 -0.193 0.097 -0.507
C -0.941260 -0.821343 3.558321 -0.038 0.093 0.072 -0.970
N 0.205803 -0.021910 3.083710 0.113 0.455 -0.137 -0.527
C 1.508255 -0.363806 3.717678 -0.080 -0.054 0.078 -0.673
C 2.601453 -0.529028 2.678597 0.126 -0.051 -0.020 -0.964
N 2.107806 -1.303820 1.526068 0.455 0.331 -0.279 -0.504
C 1.894204 -2.739656 1.791121 0.003 0.046 0.051 -0.540
C 0.562350 -3.181097 1.221411 -0.005 -0.284 -0.130 -0.932
N -0.509546 -2.236698 1.597531 0.172 1.131 -0.347 -0.477
H -1.804188 -2.733431 3.215625 0.031 -0.071 -0.073 0.495
H -0.098106 -2.805197 3.580991 0.031 -0.009 -0.050 0.283
H -1.009368 -0.815239 4.649627 0.005 -0.027 0.008 0.425
H -1.841934 -0.354795 3.160007 0.014 0.043 0.066 0.349
H -0.007356 0.951413 3.277091 0.056 -0.055 0.013 0.464
H 1.384317 -1.276704 4.301091 -0.021 -0.012 -0.012 0.320
H 1.805957 0.415785 4.419397 -0.063 -0.020 0.037 0.438
H 3.476215 -0.995669 3.143238 0.003 -0.007 -0.001 0.380
H 2.900613 0.449214 2.304188 0.008 -0.008 -0.034 0.430
H 2.766924 -1.196155 0.760943 -0.049 -0.025 -0.018 0.391
H 1.943178 -2.909773 2.867016 -0.015 -0.020 0.011 0.303
H 2.682673 -3.346283 1.344556 0.026 0.027 0.025 0.472
H 0.345004 -4.202400 1.548585 -0.126 0.045 0.061 0.435
H 0.618597 -3.173692 0.134025 -0.032 -0.025 0.005 0.309
H -1.329306 -2.411089 1.026209 0.021 -0.032 0.062 0.380
C -2.632871 2.019403 -1.800383 -0.016 -0.135 0.055 -1.063
Ge -1.496670 2.624313 -0.332676 0.131 0.169 -0.140 0.574
C -2.416658 4.053797 0.619960 -0.032 -0.015 0.093 -1.213
C 0.211353 3.306537 -0.984777 0.068 -0.014 0.098 -1.125
C -1.171095 1.086816 0.859356 0.267 -0.286 0.004 -0.041
H -2.474640 2.642742 -2.680437 0.001 -0.004 -0.014 0.373
H -3.681566 2.088541 -1.512574 -0.010 -0.014 -0.016 0.459
H -2.408794 0.982663 -2.044751 0.001 -0.019 -0.064 0.148
H -2.643307 4.852253 -0.087839 -0.011 0.017 0.026 0.375
H -1.796763 4.469982 1.414092 -0.009 0.005 0.007 0.361
H -3.355196 3.706051 1.051745 -0.009 0.014 0.007 0.378
H 0.090918 3.767351 -1.962240 -0.006 0.061 -0.072 0.359
H 0.939703 2.501740 -1.063314 0.055 -0.018 -0.068 0.254
H 0.600350 4.063303 -0.302846 0.002 -0.020 0.023 0.386
H -1.845214 1.068034 1.732933 -0.142 0.194 -0.082 0.195
C 1.593170 -1.608069 -4.241797 0.109 -0.101 -0.134 -1.081
Si 0.359957 -0.352633 -3.675743 -0.214 -0.214 0.710 0.315
C -1.366481 -0.797936 -4.171402 -0.107 0.000 -0.182 -1.015
C 0.877273 1.379052 -4.028514 0.129 0.080 -0.157 -0.754
Se 0.642189 -0.739983 -1.356576 0.941 -0.046 -1.151 -0.369
H 1.685855 -1.606006 -5.330682 -0.002 0.001 -0.003 0.398
H 1.285822 -2.605378 -3.924037 0.015 -0.015 -0.034 0.297
H 2.573047 -1.401695 -3.810283 0.015 -0.008 -0.031 0.303
H -1.365051 -1.152217 -5.205694 -0.047 0.017 -0.007 0.394
H -2.045989 0.049860 -4.105592 -0.047 0.018 0.009 0.329
H -1.749502 -1.600890 -3.540997 0.001 -0.009 -0.029 0.319
H 0.901582 1.555289 -5.107365 0.002 -0.004 0.004 0.431
H 1.875005 1.563449 -3.628130 -0.006 0.027 -0.013 0.287
H 0.190737 2.088610 -3.582925 -0.132 0.166 0.065 0.062
```
Forces are in eV/Å.



(2)
DFT (ωB97M-V/def2-TZVPD) results for the molecule C5H12O.

Properties
E (eV): -7421.31297
Energy relative to the best compared isomer or geometry (same formula, charge and spin) (kcal/mol): 138.3
HOMO energy (eV): -6.91
Frontier orbital gap (eV): 7.93

Structure (XYZ):
```
18
Properties=species:S:1:pos:R:3:forces:R:3:mulliken_charge:R:1
C 0.380766 -1.797971 -0.877099 0.040 -0.019 0.052 -1.189
C -0.490360 -0.685699 -0.324228 -0.130 -0.099 -0.141 -0.526
C 0.497560 1.122692 0.396564 -0.050 0.410 -0.094 -0.084
C -0.704692 1.979355 0.137762 -0.072 0.007 0.049 -0.979
C 0.276905 -0.450794 1.397212 0.003 -0.278 0.278 -1.120
O 1.389907 1.091031 -0.602778 -0.107 -0.034 -0.123 -0.353
H 1.364673 -1.398141 -1.150554 -0.134 -0.069 0.024 0.248
H -0.071774 -2.225276 -1.780272 0.061 0.090 0.143 0.365
H 0.526066 -2.610199 -0.156078 -0.035 0.133 -0.101 0.373
H -1.467721 -1.026891 0.029088 0.179 0.056 -0.016 0.358
H -0.673914 0.035582 -1.129552 0.063 -0.042 0.195 0.499
H -1.537660 1.713843 0.793782 0.097 0.028 -0.082 0.287
H -1.066320 1.965993 -0.912458 0.071 -0.049 0.091 0.372
H -0.418830 3.015768 0.363171 0.010 -0.211 -0.018 0.341
H -0.129937 -1.484150 1.497772 0.016 0.086 -0.074 0.432
H -0.184092 0.091488 2.226541 0.111 -0.064 -0.209 0.351
H 1.349292 -0.566679 1.570241 -0.209 0.064 -0.061 0.321
H 0.960131 1.230047 -1.479115 0.087 -0.008 0.086 0.305
```
Forces are in eV/Å.



(3)
DFT (ωB97M-V/def2-TZVPD) results for the molecule C3H5NS in a non-equilibrium geometry.

Properties
E (eV): -15514.81968
Energy relative to the best compared isomer or geometry (same formula, charge and spin) (kcal/mol): 47.3
HOMO energy (eV): -8.68
SMILES string: S=CN1CC1
Frontier orbital gap (eV): 8.78

Structure (XYZ):
```
10
Properties=species:S:1:pos:R:3:forces:R:3:mulliken_charge:R:1
S 2.811425 0.195901 -0.057722 -2.044 -0.098 0.017 -0.253
C 1.302702 -0.514944 -0.152022 1.758 -0.259 -1.088 -0.199
N 0.077679 -0.087641 -0.598027 3.281 -0.492 -2.132 -0.138
C -0.534329 0.977280 0.026969 -4.248 1.730 -2.463 -0.423
C -1.067622 -0.437093 0.110617 -0.133 -0.552 2.132 -0.333
H 1.304154 -1.584646 -0.003245 -0.199 -0.380 0.204 0.303
H 0.007768 1.367457 0.768075 1.714 1.586 3.048 0.329
H -1.169873 1.771391 -0.579060 1.508 -1.880 1.054 0.178
H -0.789165 -1.114898 0.969833 -1.190 1.012 -0.688 0.291
H -1.942741 -0.572806 -0.485421 -0.447 -0.667 -0.084 0.245
```
Forces are in eV/Å.



(4)
DFT (ωB97M-V/def2-TZVPD) results for a cluster of 3 separate species, C2H12N4 in total in a non-equilibrium geometry.

Properties
E (eV): -8223.63983
Energy relative to the best compared isomer or geometry (same formula, charge and spin) (kcal/mol): 118.3
HOMO energy (eV): -7.01
Frontier orbital gap (eV): 7.94

Structure (XYZ):
```
18
Properties=species:S:1:pos:R:3:forces:R:3:mulliken_charge:R:1
C -0.291224 1.256626 -1.627888 0.381 0.858 0.400 -0.532
C 0.090488 -1.120702 -1.507594 0.128 -0.061 0.587 -1.326
N 0.556617 1.967056 -0.929303 -0.401 -0.278 -0.647 -0.651
H 0.676613 1.148949 0.351403 -0.130 -0.757 0.631 0.560
H 1.397548 2.192166 -1.456835 -0.106 -0.065 -0.041 0.194
H -0.223511 1.135673 -2.706369 0.104 -0.123 0.080 0.328
H -1.262545 1.066276 -1.188896 0.042 -0.148 0.025 0.392
H -0.763103 -1.193311 -2.183355 -0.063 0.137 -0.013 0.320
H 1.007204 -1.165126 -2.102701 0.030 -0.003 -0.023 0.274
H 0.053832 -2.036688 -0.900715 0.047 -0.155 -0.068 0.384
N -0.521329 0.131096 1.772902 0.021 -0.007 -0.082 -0.267
N 0.605450 0.160933 0.902638 0.235 0.664 -0.030 -0.349
N -0.652550 -1.157546 2.357731 0.056 0.027 -0.022 -0.509
H -0.402978 0.848488 2.481948 -0.002 -0.180 -0.056 0.229
H -1.568114 -1.523850 2.131364 0.032 0.077 0.048 0.238
H 1.478394 -0.116734 1.353382 -0.145 -0.026 -0.007 0.303
H 0.352925 -0.444806 -0.113426 -0.254 -0.074 -0.612 0.194
H -0.533718 -1.148500 3.365713 0.025 0.114 -0.170 0.219
```
Forces are in eV/Å.



(5)
DFT (ωB97M-V/def2-TZVPD) results for a cluster of 2 separate species, C7H14N2 in total in a non-equilibrium geometry.

Properties
2S+1: 2
E (eV): -10455.43293
Energy relative to the best compared isomer or geometry (same formula, charge and spin) (kcal/mol): 61.1
Total charge: +1
HOMO energy (spin up / spin down) (eV): -14.76 / -14.77
Frontier orbital gap (spin up / spin down) (eV): 10.72 / 6.84
Expectation value of S²: 0.761

Structure (XYZ):
```
23
Properties=species:S:1:pos:R:3:forces:R:3:mulliken_charge:R:1
C 2.456574 -0.042480 -2.625912 -3.663 0.127 0.964 -0.610
C 2.823160 -1.456658 -2.039837 3.927 3.860 -0.201 -0.809
H 3.200135 0.693317 -2.516952 1.382 0.506 -0.109 0.345
H 1.982208 0.103164 -3.642871 0.876 -0.961 0.871 0.310
H 1.621095 0.424796 -1.979101 0.929 -0.644 -0.580 -0.012
H 3.708616 -1.210026 -1.269445 -1.354 -0.856 -2.057 0.242
H 3.133151 -2.077372 -2.852622 0.373 -0.772 0.006 0.282
H 2.190795 -1.894022 -1.370816 -2.526 -1.278 1.177 0.254
C -0.666985 1.863028 1.280448 2.082 -0.072 -1.094 -0.557
C -0.511375 2.064194 2.772928 2.978 0.903 0.765 -1.022
C -0.864530 0.488491 0.800680 -4.391 -1.688 -0.251 0.614
C 0.015499 -0.577802 0.530829 -1.392 -0.845 -1.848 -0.332
C -1.964727 -1.026965 -0.344441 1.733 -2.326 -0.267 0.058
N -2.170213 0.036064 0.432849 1.149 0.003 -1.857 -0.498
N -0.647341 -1.559442 -0.209193 2.273 3.159 1.718 -0.124
H -1.421359 2.457512 0.849758 -1.334 0.551 -0.317 0.390
H 0.273108 2.229807 0.746061 -0.853 -0.412 0.775 0.309
H 0.584307 1.754259 3.022408 -1.979 0.502 -0.003 0.287
H 0.992300 -0.340871 0.766573 2.468 -1.061 0.049 0.504
H -2.327984 -1.807101 -1.137503 -1.609 2.455 1.631 0.327
H -0.160939 -2.210575 -0.853627 -0.533 0.467 0.767 0.352
H -1.181386 1.512961 3.390723 -0.601 -0.463 0.256 0.364
H -0.596878 3.156942 3.033643 0.065 -1.152 -0.396 0.325
```
Forces are in eV/Å.



(6)
DFT (ωB97M-V/def2-TZVPD) results for the molecule C16H22N2O2S.

Properties
E (eV): -34860.31389
Energy relative to the best compared isomer or geometry (same formula, charge and spin) (kcal/mol): 20.8
HOMO energy (eV): -8.00
SMILES string: CCCCCOc1ccc(N2C(=O)[C@@H](C)CNC2=S)cc1
Frontier orbital gap (eV): 8.58

Structure (XYZ):
```
43
Properties=species:S:1:pos:R:3:forces:R:3:mulliken_charge:R:1
C 6.368674 2.335588 -0.698380 -0.103 0.006 0.241 -1.296
C 5.578784 1.635967 0.400724 0.086 -0.154 -0.291 -0.307
C 5.166656 0.225697 -0.011977 -0.144 0.191 0.377 -0.629
C 4.383036 -0.488031 1.087085 -0.048 -0.264 -0.484 -0.520
C 3.911862 -1.870381 0.629496 0.224 0.139 0.489 -0.843
O 3.032938 -1.806961 -0.476126 -0.110 -0.018 -0.250 -0.497
C 1.760136 -1.370859 -0.305785 -0.326 0.113 -0.139 0.797
C 1.038954 -1.159052 -1.484035 0.197 -0.033 0.101 -0.815
C -0.267270 -0.725514 -1.441771 -0.073 0.018 0.267 -0.090
C -0.875471 -0.500576 -0.216078 0.324 -0.240 0.071 -1.182
N -2.235964 -0.042107 -0.169741 0.500 -0.025 -0.115 0.492
C -3.228690 -0.997406 -0.197615 -0.853 -0.427 -0.135 0.544
O -2.977779 -2.169058 -0.341170 -0.072 0.027 0.061 -0.584
C -4.634394 -0.465364 0.031151 -0.079 0.041 0.044 0.136
C -4.873046 -0.377834 1.541277 0.044 -0.072 -0.113 -1.423
C -4.792580 0.892645 -0.646056 -0.120 -0.325 -0.199 -0.739
N -3.716943 1.750300 -0.212690 -0.138 -0.154 -0.013 -0.126
C -2.453144 1.313472 -0.066659 -0.064 0.853 0.136 0.161
S -1.228277 2.371888 0.234420 0.278 0.407 0.034 -0.390
C -0.180268 -0.723473 0.957917 -0.222 -0.009 -0.303 -0.322
C 1.134374 -1.150357 0.918471 0.279 -0.134 0.050 -0.298
H 7.273628 1.778683 -0.932333 0.110 -0.025 -0.068 0.324
H 6.653214 3.337980 -0.387230 0.074 0.111 -0.059 0.385
H 5.771605 2.413836 -1.604160 -0.023 0.030 -0.131 0.323
H 4.684953 2.219481 0.632196 -0.022 0.001 0.095 0.317
H 6.185585 1.584334 1.308106 -0.045 0.030 0.083 0.297
H 4.547807 0.277383 -0.910067 0.042 -0.024 -0.075 0.295
H 6.058659 -0.356518 -0.255932 0.042 -0.047 -0.087 0.291
H 3.518136 0.119608 1.360994 0.003 0.007 0.113 0.337
H 5.007652 -0.611051 1.974194 -0.020 0.001 0.081 0.468
H 4.764244 -2.448390 0.261179 -0.095 0.021 0.103 0.441
H 3.454622 -2.423009 1.459515 0.021 -0.017 -0.117 0.362
H 1.532763 -1.341363 -2.425106 0.064 -0.024 -0.111 0.426
H -0.817460 -0.556968 -2.355039 -0.058 0.020 -0.084 0.433
H -5.334347 -1.184539 -0.401879 0.185 0.058 -0.034 0.387
H -4.702790 -1.348199 2.000855 -0.006 -0.056 0.067 0.390
H -5.897981 -0.073494 1.740975 -0.078 0.037 0.041 0.385
H -4.200137 0.345867 1.996416 0.025 0.062 0.089 0.306
H -4.774060 0.772300 -1.739353 -0.067 0.024 0.114 0.270
H -5.743108 1.352103 -0.365915 0.062 -0.060 -0.038 0.456
H -3.836717 2.751185 -0.215716 0.162 -0.119 0.066 0.259
H -0.661659 -0.548922 1.908411 -0.048 0.040 0.070 0.431
H 1.653674 -1.309370 1.849887 0.091 -0.010 0.055 0.346
```
Forces are in eV/Å.